Computed, not measured: a 9-piece molecular cluster, C40H78Br3ClNO41PS8 overall in a non-equilibrium geometry, with the ωB97M-V functional and the def2-TZVPD basis.

CARTESIAN COORDINATES (ANGSTROEM)
C1 -0.3357 -7.7951 1.0608
C2 -1.7646 -7.4569 1.8583
O1 -2.2552 -6.1776 1.2856
C3 -3.6866 -5.9707 1.5771
C4 -4.0440 -4.4838 2.1897
O2 -3.6599 -3.3606 1.2784
C5 -3.2286 -2.2989 2.2049
C6 -3.2314 -0.7895 1.5002
O3 -2.0610 -0.0833 2.0501
C7 -2.2907 1.3631 2.1199
C8 -1.1133 2.2566 2.8052
C9 -1.7776 3.7761 3.0332
C10 -2.9569 3.8229 4.1715
O4 -2.4056 4.3960 5.4243
C11 -2.8352 5.7890 5.6222
C12 -1.8071 6.6266 6.6415
O5 -0.4329 1.7125 3.9602
C13 -1.2280 1.0227 4.9436
Cl1 -0.8029 1.8111 6.6108
C14 -0.7911 -0.5560 4.9605
C15 -0.3957 -1.1642 6.4271
O6 1.0246 -0.8856 6.8232
C16 0.0994 2.5178 1.6695
N1 0.2315 1.3876 0.6778
O7 0.1030 3.8698 1.1244
C17 0.3858 3.9760 -0.2939
C18 0.8530 5.5654 -0.5459
C19 1.9573 6.0837 0.5634
C20 3.4127 5.3711 0.3057
C21 4.4901 5.5291 1.5308
O8 4.0623 6.6182 2.4339
C22 -1.0196 3.8304 -1.1841
Br1 -2.6621 4.9753 -0.7820
C23 -1.1949 2.8433 -2.2954
C24 -0.0075 1.8058 -2.7446
Br2 -3.0004 2.7650 -3.2440
P1 1.7780 2.4269 2.6793
O9 2.2146 4.0292 3.2430
Br3 3.4613 1.6451 1.2889
H1 0.3014 -6.7936 1.0984
H2 -0.5970 -8.0425 -0.0759
H3 0.2608 -8.6543 1.5909
H4 -2.4894 -8.3713 1.6439
H5 -1.6083 -7.4151 3.0227
H6 -4.3935 -6.2447 0.6550
H7 -3.9623 -6.7494 2.4358
H8 -3.4460 -4.3934 3.2090
H9 -5.2016 -4.3562 2.3778
H10 -2.0822 -2.5100 2.4591
H11 -3.8807 -2.2315 3.1755
H12 -3.0418 -0.9522 0.3427
H13 -4.2579 -0.2545 1.6729
H14 -3.3709 1.5084 2.5985
H15 -2.4091 1.7542 0.9982
H16 -0.9556 4.5628 3.3963
H17 -2.3109 4.1308 2.0265
H18 -3.7533 4.6285 3.7899
H19 -3.5597 2.8333 4.3153
H20 -3.8818 5.7404 6.1905
H21 -2.8883 6.4362 4.6451
H22 -2.4131 7.4244 7.2482
H23 -1.2243 5.8484 7.2916
H24 -1.0320 7.2464 5.9786
H25 -2.3871 1.0907 4.8705
H26 0.0807 -0.7636 4.1718
H27 -1.7166 -1.1846 4.5683
H28 -0.4346 -2.3541 6.3125
H29 -1.1617 -0.9185 7.2909
H30 1.0211 -0.1747 7.5295
H31 -0.5302 1.3554 -0.0295
H32 0.3621 0.4664 1.1571
H33 1.2745 3.3542 -0.6958
H34 1.4305 5.5457 -1.5904
H35 -0.0522 6.3057 -0.5719
H36 2.1193 7.2480 0.3738
H37 1.5401 5.9841 1.6525
H38 3.2093 4.2612 -0.0331
H39 3.8894 5.9111 -0.6417
H40 5.6071 5.7268 1.1619
H41 4.5644 4.5317 2.1824
H42 4.4078 6.4185 3.3708
H43 1.0299 2.2982 -2.5746
H44 -0.1407 1.6350 -3.9161
H45 -0.1570 0.7732 -2.1959
H46 1.4844 4.3621 3.8689
O10 -4.9791 -9.7003 -2.2215
S1 -5.2761 -8.5697 -3.0728
O11 -6.4867 -8.4694 -3.8544
O12 -4.0003 -8.3262 -4.0582
C25 -3.4935 -7.0070 -3.8629
C26 -3.8296 -6.6509 -2.4172
O13 -5.1206 -7.2099 -2.1856
H47 -4.0053 -6.3385 -4.5626
H48 -2.4176 -6.9795 -4.0554
H49 -3.8401 -5.5719 -2.2457
H50 -3.1275 -7.1229 -1.7217
O14 -6.3492 0.5585 3.6664
S2 -5.8744 -0.5362 4.4834
O15 -4.4854 -0.7067 4.8409
O16 -6.4179 -1.9289 3.8331
C27 -7.2074 -2.6266 4.7948
C28 -7.8015 -1.5469 5.6954
O17 -6.7672 -0.5774 5.8478
H51 -6.5465 -3.2916 5.3601
H52 -7.9793 -3.2194 4.2967
H53 -8.1093 -1.9385 6.6679
H54 -8.6547 -1.0576 5.2138
O18 9.4762 5.7770 1.6031
S3 9.4620 5.2553 2.9517
O19 10.6169 4.6514 3.5744
O20 8.2031 4.2282 3.0863
C29 7.3310 4.6777 4.1219
C30 7.5026 6.1936 4.1702
O21 8.8917 6.4194 3.9417
H55 7.6506 4.2148 5.0612
H56 6.2999 4.3856 3.9057
H57 7.1957 6.6172 5.1294
H58 6.9443 6.6793 3.3628
O22 -1.3780 -5.5338 -4.8903
S4 -0.9014 -4.9631 -6.1306
O23 -1.6079 -3.9227 -6.8410
O24 -0.5949 -6.1835 -7.1672
C31 0.7739 -6.1360 -7.5664
C32 1.5174 -5.4941 -6.3981
O25 0.6411 -4.4811 -5.9094
H59 0.8448 -5.5170 -8.4666
H60 1.1418 -7.1415 -7.7874
H61 2.4748 -5.0628 -6.7002
H62 1.6821 -6.2161 -5.5914
O26 1.7482 -10.2501 -5.1644
S5 1.0421 -9.6980 -6.2991
O27 1.6758 -8.8559 -7.2869
O28 -0.2911 -8.9385 -5.7479
C33 -1.4499 -9.5188 -6.3443
C34 -1.0732 -10.9677 -6.6419
O29 0.2855 -10.9194 -7.0712
H63 -1.6688 -8.9711 -7.2666
H64 -2.3048 -9.4453 -5.6668
H65 -1.7059 -11.4124 -7.4137
H66 -1.1194 -11.5810 -5.7358
O30 -0.5338 2.0469 -5.8773
S6 -0.1794 1.5378 -7.1836
O31 0.8812 2.1007 -7.9865
O32 -1.5345 1.4694 -8.0875
C35 -1.7491 0.1277 -8.5220
C36 -1.1166 -0.7546 -7.4491
O33 0.0692 -0.0690 -7.0534
H67 -1.2467 -0.0026 -9.4860
H68 -2.8181 -0.0684 -8.6404
H69 -0.8785 -1.7546 -7.8193
H70 -1.7676 -0.8369 -6.5723
O34 -1.7650 3.2669 -8.5543
S7 -2.7944 3.6630 -9.4894
O35 -3.2187 2.8316 -10.5918
O36 -2.4148 5.1390 -10.0685
C37 -3.4715 6.0513 -9.7749
C38 -4.1248 5.5223 -8.5010
O37 -4.1139 4.1032 -8.6375
H71 -4.1753 6.0385 -10.6134
H72 -3.0772 7.0630 -9.6473
H73 -5.1459 5.8895 -8.3731
H74 -3.5319 5.7811 -7.6173
O38 13.6986 5.7676 9.1475
S8 13.5641 4.4425 8.5843
O39 13.7015 3.2367 9.3676
O40 14.5513 4.3370 7.2912
C39 13.7834 4.0215 6.1311
C40 12.3956 4.6017 6.3904
O41 12.1490 4.3742 7.7761
H75 13.7432 2.9317 6.0352
H76 14.2487 4.4476 5.2383
H77 11.6248 4.1272 5.7785
H78 12.3822 5.6831 6.2181

Properties
**Structure (SMILES)**: CCOCCOCCOC[C@@](CCOCC)(O[C@H](Cl)CCO)[C@@](N)(O[C@H](CCCCO)/C(Br)=C(\C)Br)P(O)Br.O=S1(=O)OCCO1.O=S1(=O)OCCO1.O=S1(=O)OCCO1.O=S1(=O)OCCO1.O=S1(=O)OCCO1.O=S1(=O)OCCO1.O=S1(=O)OCCO1.O=S1(=O)OCCO1
**HOMO-LUMO gap**: 0.2859 Ha
**E_LUMO**: 0.0 eV
**2S+1**: 1
**Highest occupied orbital energy**: -7.737 eV